Molecular formula: C2H6N2
Method: DFT, ωB97M-V with the def2-TZVPD basis set

Geometry (Å):
C1 -0.5513 -2.2717 0.3473
N1 -0.8714 -1.5678 -0.6535
H1 -0.5412 -1.7140 1.2286
H2 -0.1495 -3.2556 0.4067
H3 -0.7899 -1.9013 -1.6000
C2 0.7457 2.5099 0.3842
N2 0.5182 1.3620 -0.0866
H4 -0.0950 3.0833 0.8687
H5 1.6719 3.0583 0.2407
H6 1.2095 0.7413 -0.3527

## Properties
2S+1	1
charge	0
SMILES	C=N.C=N

Molecular formula: C7H14N2
Method: DFT, ωB97M-V with the def2-TZVPD basis set

Geometry (Å):
C1 1.9830 1.9292 -0.1714
C2 2.3337 1.1094 1.0955
C3 1.4883 -0.2092 0.8500
C4 -1.5020 0.5259 0.7011
C5 -1.1873 0.0677 -1.8134
C6 -0.7331 -1.7222 -0.1916
C7 -0.7224 -0.2198 -0.3851
N1 1.0338 1.4287 -0.8622
N2 0.6480 0.1799 -0.3128
H1 2.5564 2.7644 -0.3672
H2 3.5182 0.9442 1.2106
H3 2.0202 1.6924 2.0418
H4 2.2089 -1.0612 0.7102
H5 0.7523 -0.4945 1.6987
H6 -2.3627 0.8149 0.1182
H7 -1.7714 -0.2061 1.4565
H8 -0.8312 1.3035 0.9352
H9 -0.7950 -0.3950 -2.6809
H10 -1.1169 1.1059 -2.0943
H11 -2.2883 -0.1328 -2.0307
H12 0.2422 -2.1486 -0.2372
H13 -1.0522 -2.0597 0.8411
H14 -1.3275 -2.0962 -1.0221

## Properties
2S+1	1
charge	0
SMILES	CC(C)(C)N1CCC=N1

Molecular formula: C3H4N2O2
Method: DFT, ωB97M-V with the def2-TZVPD basis set

Geometry (Å):
C1 0.3372 0.3915 0.1037
C2 -0.2229 -1.0744 0.0367
C3 -0.8678 1.1663 -0.0440
H1 3.2702 -0.3441 -0.0755
H2 0.2507 -1.6618 -0.7778
H3 0.0686 -1.6912 0.9724
H4 -1.1583 2.1364 -0.0024
N1 1.4639 0.8647 0.0831
N2 -1.8469 0.4042 -0.0658
O1 2.1208 -0.3856 -0.1016
O2 -1.5246 -0.8922 -0.0004

## Properties
2S+1	1
charge	0
SMILES	O/N=C1/C=NOC1

How do the records compare in HOMO level? In the order shown, they have -9.20; -7.75; -9.34 eV.